This record from OMol25 describes a 2-piece molecular cluster, C7H13FO2 overall in a non-equilibrium geometry. The level of theory is wB97M-V/def2-TZVPD.

Each line ends with the Löwdin charge.
Cartesian coordinates (Å):
C -0.539 -1.152 -1.243  -0.327
C -0.028 -0.693 -0.117  -0.096
C -0.951 -2.582 -1.581  -0.051
C -0.752 -0.184 -2.481  -0.061
C 2.473 0.861 0.747  -0.164
C -1.202 1.295 2.665  -0.087
C 0.292 1.386 0.812  -0.160
O 1.388 0.989 1.527  -0.130
O -0.853 1.819 1.432  -0.074
F 0.142 -1.602 0.888  -0.027
H -0.230 -2.805 -2.371  0.083
H -0.777 -3.011 -0.665  0.030
H -1.992 -2.561 -1.955  0.094
H -1.585 0.462 -2.479  0.046
H -0.745 -0.832 -3.428  0.092
H 0.128 0.400 -2.554  0.037
H 3.274 0.443 1.533  0.148
H 2.995 1.845 0.416  0.113
H 2.294 0.329 -0.185  0.077
H -1.145 0.226 2.785  0.091
H -2.199 1.622 2.917  0.088
H -0.559 1.771 3.465  0.114
H 0.572 1.974 -0.128  0.165

The value obtained for the frontier orbital gap is 9.20 eV. The calculation puts the relative energy (zero: lowest compared OMol25 entry of this formula, charge and spin) at 107.31 kJ/mol. For the LUMO energy, the calculation gives 0.029 hartree. As for the net charge: 0. As for the multiplicity: 1.

=====

This record from OMol25 describes a 10-piece molecular cluster, C34H82F3N2O12 overall in a non-equilibrium geometry. The level of theory is wB97M-V/def2-TZVPD.

Each line ends with the Löwdin charge.
Cartesian coordinates (Å):
C 0.195 3.043 -0.798  -0.365
O 0.380 1.893 0.023  -0.096
O 0.121 4.105 0.114  -0.226
C 1.149 3.101 -2.012  -0.504
F 0.884 2.227 -2.994  0.131
F 1.096 4.384 -2.585  0.085
F 2.438 3.053 -1.721  0.149
C -0.454 0.804 -0.232  -0.248
C 0.026 -0.408 0.614  -0.063
H -0.600 -1.238 0.287  0.058
H 1.090 -0.577 0.448  0.057
H -0.030 -0.355 1.701  0.059
H -0.395 0.346 -1.220  0.100
H -1.515 0.939 -0.024  0.117
H -0.763 3.006 -1.317  0.138
C 0.845 -1.654 -6.909  -0.111
C -0.148 -2.632 -6.218  -0.277
C -0.741 -2.058 -4.940  -0.249
C 0.202 -1.840 -3.773  -0.215
C 1.280 -2.995 -3.520  -0.239
C 2.160 -2.764 -2.278  -0.112
H 0.377 -0.806 -7.411  0.071
H 1.487 -2.207 -7.594  0.056
H 1.551 -1.275 -6.171  0.057
H -0.919 -2.760 -6.978  0.088
H 0.296 -3.625 -6.145  0.091
H -1.622 -2.638 -4.664  0.086
H -1.203 -1.097 -5.166  0.102
H 0.647 -0.848 -3.850  0.098
H -0.393 -1.563 -2.902  0.079
H 0.753 -3.945 -3.437  0.097
H 1.869 -2.881 -4.430  0.085
H 2.775 -1.881 -2.456  0.069
H 1.386 -2.457 -1.575  0.055
H 2.783 -3.637 -2.085  0.065
C -3.314 -2.857 -0.927  -0.192
C -3.457 -3.881 0.172  -0.367
C -2.558 -3.755 1.353  -0.239
C -2.954 -4.840 2.389  -0.242
C -1.887 -5.022 3.462  -0.275
C -2.450 -6.014 4.484  -0.136
H -2.333 -2.688 -1.371  0.052
H -3.724 -1.899 -0.609  0.048
H -3.886 -3.074 -1.829  0.020
H -4.494 -3.705 0.458  0.083
H -3.379 -4.814 -0.387  0.098
H -2.558 -2.777 1.836  0.105
H -1.568 -3.768 0.897  0.102
H -3.894 -4.524 2.841  0.109
H -3.006 -5.855 1.993  0.108
H -1.055 -5.409 2.873  0.095
H -1.536 -4.093 3.912  0.091
H -3.069 -6.796 4.043  0.060
H -1.723 -6.647 4.993  0.056
H -3.082 -5.556 5.245  0.066
C 7.092 -2.561 0.174  -0.110
C 6.214 -1.477 0.875  -0.243
C 5.328 -2.085 2.048  -0.191
C 4.032 -2.721 1.487  -0.217
C 3.095 -3.265 2.549  -0.286
C 1.783 -3.797 2.048  -0.114
H 7.097 -2.449 -0.910  0.059
H 6.716 -3.564 0.374  0.057
H 8.101 -2.425 0.564  0.059
H 6.891 -0.756 1.335  0.092
H 5.621 -0.903 0.163  0.076
H 5.131 -1.287 2.764  0.101
H 5.953 -2.757 2.635  0.101
H 3.532 -2.008 0.832  0.105
H 4.285 -3.595 0.886  0.104
H 3.613 -4.006 3.158  0.112
H 2.803 -2.434 3.191  0.091
H 1.216 -4.328 2.813  0.060
H 1.148 -3.123 1.473  0.061
H 2.088 -4.569 1.342  0.067
C -0.726 4.431 3.493  -0.281
C -1.716 3.379 3.105  -0.250
O -2.246 3.648 1.832  -0.069
O 0.559 4.343 2.964  -0.063
H -0.608 4.564 4.568  0.109
H -1.093 5.442 3.318  0.112
H -2.493 3.295 3.864  0.115
H -1.197 2.420 3.094  0.103
H -1.516 3.683 1.209  0.032
H 0.493 4.366 2.007  0.039
C -4.514 2.589 -1.223  -0.256
C -4.599 1.035 -1.377  -0.303
O -4.176 0.579 -2.615  -0.212
O -5.398 3.202 -2.093  -0.085
H -3.545 3.034 -1.449  0.110
H -4.815 2.724 -0.183  0.109
H -5.611 0.661 -1.224  0.083
H -4.079 0.519 -0.570  0.085
H -4.795 -0.104 -2.883  0.038
H -5.199 4.140 -2.123  0.083
C -0.718 -0.897 5.154  -0.227
C 0.753 -0.523 5.147  -0.272
O 1.240 -0.245 6.420  -0.045
O -1.462 0.305 4.867  -0.100
H -1.126 -1.434 6.011  0.114
H -0.864 -1.638 4.369  0.094
H 0.972 0.073 4.261  0.110
H 1.334 -1.423 4.946  0.103
H 0.629 0.419 6.747  0.084
H -2.160 0.174 4.220  0.070
C -0.590 7.413 0.417  -0.233
C 0.574 7.570 -0.593  -0.263
O 1.546 6.571 -0.556  -0.075
O -1.491 6.376 0.041  -0.093
H -1.206 8.301 0.556  0.105
H -0.204 7.118 1.392  0.106
H 1.100 8.522 -0.514  0.105
H 0.136 7.480 -1.587  0.110
H 1.083 5.749 -0.381  0.024
H -0.974 5.575 -0.074  0.016
O 4.429 2.296 2.855  -0.026
C 3.597 1.880 2.021  -0.651
N 2.335 1.879 2.350  0.205
C 3.965 1.502 0.679  -0.002
H 2.113 2.449 3.154  0.114
H 1.740 1.629 1.574  0.069
H 4.039 2.460 0.166  0.100
H 3.172 0.957 0.166  0.077
H 4.906 0.973 0.833  0.070
O -1.170 3.091 -5.312  0.012
C -2.185 2.710 -4.774  -0.644
N -2.007 1.909 -3.771  0.185
C -3.584 3.171 -5.141  -0.003
H -2.748 1.354 -3.365  0.057
H -1.045 1.765 -3.499  0.082
H -4.072 2.367 -5.692  0.074
H -3.381 3.958 -5.868  0.071
H -4.226 3.542 -4.343  0.060

The value obtained for the frontier orbital gap (spin up / spin down) is 1.80 / 8.33 eV. For the LUMO energy (spin up / spin down), the calculation gives 0.140 / 0.138 hartree. As for the net charge: -2. As for the multiplicity: 2.